(1)
Computed, not measured: a cluster of 3 separate species, C6H19N4O2P in total, with ωB97M-V/def2-TZVPD.

Properties
Frontier orbital gap (spin up / spin down) = 6.067 / 6.067 eV
Relative energy (zero: lowest compared OMol25 entry of this formula, charge and spin) = 320.2 kJ/mol
Highest occupied orbital energy (spin up / spin down) = -6.16 / -6.16 eV

XYZ file:
```
32
Properties=species:S:1:pos:R:3:forces:R:3:lowdin_charge:R:1
C 2.085248 0.150704 -0.745520 0.00 0.24 0.19 -0.01
C 0.235310 0.836087 -2.342009 1.14 1.26 -1.03 -0.09
C -1.299660 -2.864459 -0.505344 -1.47 1.64 -1.70 0.01
C -1.869708 -1.347208 -2.455870 -0.70 0.23 1.81 0.00
C -0.590048 0.621233 2.695874 -1.46 -0.48 -2.69 -0.17
C 1.272221 -0.472349 3.599617 -1.83 0.28 -1.08 -0.12
N 0.692137 -0.103477 -1.375356 2.47 -0.16 0.65 -0.18
N -0.901643 -1.729964 -1.409390 1.24 -0.83 -0.31 -0.19
N 0.126865 0.386410 3.650980 0.89 -0.53 3.57 -0.09
N 0.225168 -1.215709 -1.080252 0.18 -0.65 1.26 0.08
O -0.437856 3.197066 1.703026 -1.16 -0.90 -1.87 -0.36
O 1.384051 2.715554 -0.064407 1.68 1.37 -0.84 -0.54
P -0.013904 2.317179 0.249801 -2.11 -0.29 2.45 0.57
H 2.858514 0.170169 -1.520133 -0.46 0.05 -0.36 0.09
H 2.154981 1.141131 -0.168763 -0.71 -1.21 -0.95 0.05
H 2.324605 -0.706300 -0.127495 -0.38 -0.13 0.14 0.07
H 0.030578 0.395316 -3.312660 -0.11 -0.14 0.00 0.10
H -0.527568 1.481860 -1.974713 -1.15 0.02 0.15 0.01
H 1.059838 1.547118 -2.437705 0.01 -0.16 -0.27 0.10
H -0.634002 -3.067785 0.314536 0.42 0.13 -0.13 0.09
H -2.276065 -2.482324 -0.159662 0.32 -0.67 0.48 0.09
H -1.490000 -3.664804 -1.196803 0.03 -0.94 0.27 0.08
H -2.732469 -1.609707 -1.848971 -0.98 0.45 -0.88 0.08
H -1.796747 -0.283116 -2.528716 -0.45 0.46 -0.35 0.06
H -1.974192 -1.810446 -3.450673 1.00 -0.36 0.58 0.11
H -1.003025 2.948469 -0.611481 0.19 0.82 -0.19 -0.07
H -0.579656 0.200934 1.647755 0.43 -0.18 1.03 0.02
H -1.271356 1.411752 2.820600 -1.22 0.74 -0.02 0.03
H 1.441285 -1.075909 4.470676 0.08 -0.16 0.22 0.07
H 1.239018 -0.950471 2.647977 0.16 -1.61 -0.75 0.05
H 1.949056 0.278776 3.411050 2.79 1.21 0.36 0.05
H 0.319024 3.584268 2.104030 1.18 0.49 0.27 0.00
```
Forces are in eV/Å.

***

(2)
Computed, not measured: a cluster of 4 separate species, C6H19NO4 in total, with ωB97M-V/def2-TZVPD.

Properties
2S+1 = 2
Frontier orbital gap (spin up / spin down) = 2.658 / 7.850 eV
Total charge = -1
Relative energy (zero: lowest compared OMol25 entry of this formula, charge and spin) = 10.4 kJ/mol
Highest occupied orbital energy (spin up / spin down) = 0.57 / -4.80 eV
⟨S²⟩ = 0.75

XYZ file:
```
30
Properties=species:S:1:pos:R:3:forces:R:3:lowdin_charge:R:1
C 1.970503 1.511902 -1.819326 0.14 0.11 -0.75 -0.30
O 0.874209 1.978861 -2.621268 -0.01 0.04 0.12 -0.12
C 1.512548 0.560114 -0.738505 -0.22 0.51 -0.02 -0.24
C 0.706284 1.307295 0.330264 0.74 0.70 0.63 -0.19
C 0.090063 0.425909 1.408040 0.70 0.33 -0.66 -0.31
C -0.377706 -0.772769 1.054743 -1.16 0.19 0.73 -0.25
N -0.873674 -1.713299 1.967193 0.05 0.80 -0.26 0.03
C 0.270183 0.897587 2.834808 0.51 -0.44 -0.37 -0.09
H 2.703531 1.054208 -2.494386 0.01 -0.26 0.14 0.10
H 2.450223 2.427515 -1.462299 -0.08 -0.10 0.38 0.11
H 0.259753 1.243643 -2.724837 0.00 -0.03 -0.01 0.06
H 2.316607 0.050516 -0.215179 0.29 0.18 -0.14 0.08
H 1.010834 -0.279934 -1.225697 -0.39 0.14 0.01 0.07
H 0.108183 2.156433 -0.028738 -0.68 -0.68 -0.47 0.11
H 1.467266 1.937470 0.823664 0.14 -0.38 0.19 0.10
H -0.596652 -0.992587 0.018538 0.36 -0.17 -0.11 0.07
H -0.297655 -1.816017 2.786777 -0.19 -0.45 0.03 0.05
H -1.288775 -2.532110 1.554471 0.41 -0.32 0.19 0.02
H -0.680230 1.157686 3.294107 -0.05 0.11 0.22 0.07
H 0.791441 0.166424 3.463082 -0.31 -0.21 0.02 0.06
H 0.965502 1.737747 2.828769 -0.34 0.29 0.12 0.06
H 3.369231 -2.260722 -0.672673 -0.35 -0.40 -0.03 0.00
H 2.144297 -2.731548 0.222794 0.15 -0.09 -0.40 -0.02
O 2.831673 -2.055672 0.102777 0.25 0.24 0.48 -0.23
H -3.776907 1.857067 0.224001 -0.05 -0.07 -0.08 0.02
H -2.561957 1.005036 -0.061231 -0.01 -0.18 -0.07 0.01
O -3.473359 1.147250 -0.354338 0.13 0.22 0.19 -0.09
H -2.686709 -2.392713 -0.721551 0.19 0.15 0.00 -0.02
H -2.431143 -1.808334 -2.132592 0.10 -0.02 0.24 -0.01
O -2.940796 -2.470649 -1.647228 -0.32 -0.21 -0.31 -0.16
```
Forces are in eV/Å.

***

(3)
Computed, not measured: a cluster of 5 separate species, C6H19O6 in total, with ωB97M-V/def2-TZVPD.

Properties
Frontier orbital gap = 7.917 eV
Total charge = -1
Relative energy (zero: lowest compared OMol25 entry of this formula, charge and spin) = 428.0 kJ/mol
Highest occupied orbital energy = -4.84 eV

XYZ file:
```
31
Properties=species:S:1:pos:R:3:forces:R:3:lowdin_charge:R:1
O -1.359304 -0.728322 -3.507704 1.21 1.40 -4.44 -0.03
C -1.275539 -0.388328 -2.350648 0.10 -2.17 0.49 -0.70
O -1.788370 -1.247078 -1.560992 0.31 1.85 2.64 -0.12
C -0.547420 0.918576 -1.903416 -1.80 0.10 -0.35 -0.12
C -0.977515 1.149706 -0.470440 0.71 3.11 0.30 -0.24
C 0.114522 1.032478 0.609828 -0.67 -3.16 -0.58 -0.23
C -0.136572 1.861138 1.885092 -0.85 0.40 -1.05 -0.26
C 0.885376 3.017699 2.042798 -0.80 -0.32 3.35 -0.11
H 0.498799 1.119839 -2.026963 1.12 -1.43 0.00 0.10
H -0.827304 1.776139 -2.579826 -0.81 -0.95 0.55 0.12
H -1.139588 2.284032 -0.523963 -0.94 -1.34 0.77 0.12
H -1.817161 0.468188 -0.229418 0.17 1.05 -0.10 0.11
H 0.146286 -0.144539 0.769075 0.09 2.15 0.38 0.14
H 1.097573 1.195923 0.177130 0.17 0.49 -0.03 0.09
H -1.154116 2.376649 1.867305 1.01 -1.13 -0.17 0.12
H -0.146638 1.113774 2.663765 0.10 0.60 0.68 0.05
H 0.298048 3.959659 2.216814 0.97 -0.53 -0.86 0.07
H 1.406261 2.893782 3.061552 -0.35 0.09 -1.52 0.08
H 1.622585 2.990804 1.264805 0.22 0.55 -0.40 0.05
H 1.303700 -0.423310 3.566453 2.53 -0.93 -2.99 0.00
H 0.066436 -0.279483 4.069479 -9.11 -0.85 -2.09 -0.08
O 0.867448 -0.189219 4.321354 6.67 1.60 5.22 0.06
H 0.617563 -3.635519 0.143725 0.33 -0.07 -1.07 -0.02
H 1.180995 -4.008958 -1.273201 -0.02 0.30 0.78 0.02
O 1.446913 -3.838742 -0.352700 0.74 -0.48 0.11 -0.14
H -0.886774 -2.608504 -1.109066 -0.33 -1.13 1.27 0.05
H -1.440518 -2.344130 0.243239 1.73 -3.51 -1.82 0.13
O -0.945169 -3.190976 -0.259270 -2.42 4.38 1.15 -0.21
H 0.700226 -1.017383 -3.388011 2.23 -1.50 -0.50 0.06
H 0.767652 -2.355616 -3.800004 -1.72 -2.59 -0.98 -0.03
O 1.421604 -1.758277 -3.566792 -0.61 4.04 1.25 -0.09
```
Forces are in eV/Å.

***

(4)
Computed, not measured: a structure of composition C6H20FN3OP2STi, with ωB97M-V/def2-TZVPD.

Properties
2S+1 = 3
Frontier orbital gap (spin up / spin down) = 6.251 / 8.680 eV
Highest occupied orbital energy (spin up / spin down) = -5.89 / -8.39 eV
⟨S²⟩ = 2.01

XYZ file:
```
35
Properties=species:S:1:pos:R:3:forces:R:3:lowdin_charge:R:1
Ti -1.222681 0.161889 -1.297708 -0.69 -0.44 0.07 0.55
C 2.490354 -1.019511 -1.439208 0.17 0.00 -0.01 -0.26
P 1.351780 0.226267 -0.772551 -0.22 0.04 -0.06 0.80
C 2.097573 1.798614 -1.291062 0.15 0.05 0.00 -0.27
C 1.674903 0.195572 1.033029 0.11 -0.05 0.09 -0.41
C 0.609756 1.018745 1.765840 0.04 0.03 0.08 -0.41
P -1.055718 0.317507 1.430465 -0.01 0.20 -0.47 0.81
C -1.332312 -0.792925 2.850282 -0.02 -0.03 0.15 -0.27
C -2.180584 1.707503 1.771119 0.00 0.01 0.20 -0.26
H 2.494975 -0.940994 -2.526841 -0.02 0.02 0.00 0.05
H 2.146238 -2.017972 -1.172869 -0.01 0.00 0.04 0.02
H 3.504100 -0.856098 -1.066888 0.00 -0.06 -0.03 0.05
H 3.143239 1.862589 -0.982256 -0.01 0.02 -0.01 0.05
H 1.526989 2.626466 -0.872057 -0.01 -0.01 0.02 0.04
H 2.032741 1.882846 -2.375829 -0.02 -0.03 -0.01 0.03
H 2.685587 0.552735 1.249384 -0.01 0.01 0.01 0.09
H 1.631578 -0.851918 1.350852 0.00 0.01 0.01 0.08
H 0.594254 2.043909 1.385364 0.02 0.00 -0.02 0.08
H 0.813900 1.077478 2.838147 -0.02 -0.01 0.00 0.09
H -1.266954 -0.231870 3.785065 0.00 -0.06 0.02 0.04
H -0.594733 -1.596455 2.868189 0.04 0.03 -0.03 0.03
H -2.320375 -1.247965 2.780848 -0.01 0.03 -0.03 0.04
H -2.006494 2.141780 2.758496 -0.03 0.00 -0.01 0.05
H -3.207985 1.349480 1.704080 0.00 0.00 -0.01 0.05
H -2.044198 2.468321 1.001936 0.03 -0.04 -0.04 0.04
O -1.126267 2.188511 -1.534440 0.09 0.03 -0.12 -0.78
S -0.853091 1.956663 -3.104248 0.05 -0.06 0.05 0.65
N -0.742429 0.399246 -3.215112 -0.01 0.17 0.12 -0.61
N -0.401314 -3.018190 -0.887724 -0.10 0.14 -0.05 -0.03
N -1.153152 -2.092989 -1.691183 0.13 0.00 0.00 -0.13
H -0.699016 -3.969056 -1.081452 0.01 -0.01 0.04 0.07
H -0.638037 -2.810505 0.075643 0.04 -0.03 0.01 0.06
H -2.136332 -2.345864 -1.742507 -0.04 0.07 -0.06 0.09
H -0.774242 -2.082661 -2.633372 0.04 -0.01 0.00 0.08
F -3.042038 -0.101154 -0.961448 0.30 -0.01 0.04 -0.50
```
Forces are in eV/Å.

***

(5)
Computed, not measured: a structure of composition C6H20MnN3O, with ωB97M-V/def2-TZVPD.

Properties
2S+1 = 4
Frontier orbital gap (spin up / spin down) = 9.294 / 8.183 eV
Total charge = +1
Relative energy (zero: lowest compared OMol25 entry of this formula, charge and spin) = 0.0 kJ/mol
Highest occupied orbital energy (spin up / spin down) = -12.92 / -11.09 eV
⟨S²⟩ = 4.20

XYZ file:
```
31
Properties=species:S:1:pos:R:3:forces:R:3:lowdin_charge:R:1
C -2.217921 2.515430 -0.641729 0.06 -0.71 2.97 -0.03
Mn 0.663494 -1.000468 0.242100 0.21 0.31 -0.77 0.64
N 1.823919 -2.178423 -1.015373 -0.27 0.22 -0.53 0.01
H -0.475819 -0.416274 -0.675436 0.00 -0.17 -0.06 -0.04
H 2.774548 -1.829723 -1.042377 0.20 -0.02 -0.05 0.07
H -2.412245 2.464353 -1.640656 -0.35 -0.11 -2.80 -0.02
H -1.775839 3.461205 -0.370356 0.35 0.11 0.06 0.02
H -1.633639 1.636116 -0.317693 0.09 0.60 -0.25 -0.02
H -3.166811 2.427344 -0.116109 -0.16 0.14 0.03 0.02
H 1.845544 -3.115512 -0.640658 0.12 -0.37 -0.01 0.07
H 1.500984 -2.240322 -1.985355 0.04 0.03 0.36 0.08
C 3.192978 0.431517 3.520692 0.14 0.22 -0.24 -0.02
N 1.911175 -0.031600 4.031663 -0.65 -0.46 -0.36 -0.12
C 1.935780 -0.582154 5.374429 -0.44 -0.10 0.50 -0.04
C 1.001657 -0.433232 3.115680 -0.08 -0.16 0.75 -0.42
O 1.411136 -0.425673 1.917735 -0.49 0.09 -0.14 -0.13
N -0.259639 -0.848602 3.463054 1.28 0.30 -0.76 -0.10
C -0.876487 -0.521901 4.733072 -0.35 -0.38 0.12 -0.03
C -1.178300 -1.335095 2.434751 -0.15 -0.05 0.11 -0.03
H 3.787474 0.672550 4.389454 0.24 0.19 0.01 0.09
H 3.070823 1.329841 2.913664 0.02 -0.15 0.02 0.10
H 3.703736 -0.338787 2.934124 -0.06 0.10 0.08 0.10
H 1.382553 0.083905 6.055256 0.32 -0.45 0.03 0.10
H 1.501898 -1.601416 5.380511 0.38 0.55 0.15 0.11
H 2.980549 -0.629178 5.678983 -0.22 -0.13 0.15 0.09
H -1.884088 -0.907194 4.694101 -0.31 0.04 0.04 0.10
H -0.391613 -1.016092 5.552256 0.05 -0.17 0.33 0.07
H -0.919235 0.533015 4.939202 0.06 0.55 -0.11 0.11
H -1.937545 -0.583298 2.185664 0.31 -0.01 -0.15 0.11
H -0.619807 -1.649856 1.527354 -0.70 -0.17 0.71 0.01
H -1.722760 -2.213578 2.814697 0.36 0.17 -0.18 0.11
```
Forces are in eV/Å.

***

(6)
Computed, not measured: a cluster of 6 separate species, C6H20N2O5 in total, with ωB97M-V/def2-TZVPD.

Properties
Frontier orbital gap = 8.405 eV
Relative energy (zero: lowest compared OMol25 entry of this formula, charge and spin) = 345.7 kJ/mol
SMILES = NCCc1cc[nH]c1.O.O.O.O.O
Highest occupied orbital energy = -8.01 eV

XYZ file:
```
33
Properties=species:S:1:pos:R:3:forces:R:3:lowdin_charge:R:1
N -0.828067 -2.627477 0.100565 -0.08 0.12 -3.16 -0.01
C 0.090906 -2.598189 -1.108583 0.06 0.17 -0.96 -0.23
C -0.453023 -1.548886 -2.234360 -2.27 -4.53 2.17 -0.16
C 0.067167 -0.268669 -1.919369 0.80 1.93 -3.32 -0.36
C 0.366094 0.278126 -0.701409 1.14 0.79 4.30 -0.07
C 0.978566 1.542987 -0.846667 -4.14 -4.50 -6.23 -0.06
N 0.830950 1.832660 -2.245986 0.39 -2.74 0.18 0.02
C 0.399783 0.641879 -2.897946 -0.38 1.55 0.97 -0.05
H -1.337623 -1.730238 0.070650 0.61 -0.99 0.99 0.01
H -0.417819 -2.926756 0.964729 0.22 0.47 0.16 0.04
H 0.303031 -3.536607 -1.729838 -0.89 0.52 1.59 0.10
H 1.105102 -2.254417 -0.810494 -0.52 -0.07 -0.20 0.09
H -1.573307 -1.550305 -2.159797 0.54 0.03 0.49 0.12
H -0.414047 -2.086550 -3.196843 1.10 1.10 -0.04 0.11
H 0.171580 -0.260389 0.325756 0.73 1.31 -2.22 0.14
H 1.383188 2.115755 -0.184340 2.23 3.70 3.69 0.03
H 1.032883 2.614657 -2.839377 0.53 0.48 0.69 0.13
H 0.200114 0.540041 -3.979588 0.38 0.45 0.83 0.13
O -1.487889 3.225942 -0.910910 0.21 -1.71 -1.32 -0.12
H -1.654911 3.381869 -1.875094 0.17 -0.15 1.33 0.05
H -1.154405 2.264538 -0.909143 -0.64 2.00 0.12 0.03
O 1.512460 -1.476695 3.186287 -0.38 1.49 -0.57 -0.04
H 1.380020 -2.332536 3.537664 -0.07 -1.48 0.60 0.01
H 0.627222 -1.076420 3.209103 0.43 0.09 -0.06 0.03
O -2.727209 -0.491258 1.138786 -0.48 -0.15 3.17 -0.09
H -3.372734 -1.089892 0.779562 -0.48 -0.43 -0.73 0.02
H -2.934490 -0.639243 2.135703 0.86 0.68 -2.42 0.10
O 2.670514 1.696675 2.066217 6.55 7.35 -0.45 0.04
H 3.469444 1.367473 1.717763 0.53 -1.36 -0.48 0.04
H 1.976381 1.231212 2.177559 -7.05 -5.95 0.97 -0.13
O -0.002923 1.525358 2.995859 0.63 0.81 2.17 -0.07
H 0.211413 2.131716 3.779671 -0.38 -1.35 -1.75 0.10
H -0.418371 2.103635 2.363870 -0.32 0.37 -0.50 0.03
```
Forces are in eV/Å.

***

Calculated max |F| (eV/Å), listed in the same order as above: 3.72 1.38 9.38 0.81 3.06 9.86